(1)
The following is a quantum chemistry calculation of 2 unconnected molecules or ions with the total composition C18H19BClF6NO2S in a non-equilibrium geometry, from the OMol25 dataset.

Last column: Mulliken charge in e.
Atoms and positions in Å:
1 C 1.3842 -1.5167 -2.7315  -1.137
2 N 1.0302 -0.1111 -2.5898  0.680
3 C 1.8308 0.7074 -3.4915  -1.345
4 C -0.3450 0.1450 -2.4693  -0.193
5 Cl -1.0741 1.2507 -3.8376  -0.350
6 H 1.7566 -1.6650 -3.7513  0.505
7 H 2.1872 -1.7990 -2.0383  0.216
8 H 0.5227 -2.1703 -2.5461  0.376
9 H 2.7899 0.1870 -3.6112  0.499
10 H 1.3061 0.7756 -4.4523  0.446
11 H 1.9954 1.7137 -3.0939  0.229
12 H -0.9927 -0.7492 -2.5633  0.307
13 C -3.1427 0.9853 4.2763  -1.232
14 C -2.0304 0.8903 3.3090  0.719
15 C -0.8370 1.6119 3.3095  -0.955
16 C -0.0224 1.3231 2.2012  -0.628
17 C -0.5935 0.3475 1.3839  0.963
18 B -0.9206 1.2740 -1.6304  0.403
19 C 0.0525 -0.3193 0.3446  1.994
20 C -0.4691 -1.5788 -0.0016  -2.120
21 C 0.3727 -2.5685 0.4185  0.051
22 C -0.1883 -3.9467 0.4822  0.803
23 F 0.6532 -4.8055 1.1152  -0.292
24 F -1.3900 -3.9971 1.1391  -0.265
25 F -0.4093 -4.4348 -0.7888  -0.278
26 C 1.6883 -2.2711 0.7649  -1.071
27 C 2.2200 -1.0032 0.5312  -0.248
28 C 3.6641 -0.7035 0.7710  0.873
29 F 4.2260 -0.0636 -0.3059  -0.276
30 F 3.8567 0.1179 1.8544  -0.285
31 F 4.3840 -1.8381 1.0004  -0.300
32 C 1.4015 0.0112 0.1171  -1.598
33 O -2.1643 0.9767 -1.0796  -0.520
34 C -2.6182 2.2996 -0.7177  -0.490
35 C -1.3637 3.1505 -0.5236  -0.421
36 O -0.2629 2.3299 -1.0151  -0.460
37 S -2.1213 -0.2188 1.9916  -0.176
38 H -2.8187 1.5724 5.1459  0.360
39 H -4.0193 1.4688 3.8233  0.259
40 H -3.4256 -0.0212 4.5925  0.331
41 H -0.5824 2.3309 4.0906  0.359
42 H 0.9752 1.7217 1.9965  0.551
43 H -1.4851 -1.7324 -0.3637  0.832
44 H 2.3267 -3.0534 1.1089  0.653
45 H 1.7498 1.0041 -0.1487  1.055
46 H -3.2254 2.6907 -1.5666  0.300
47 H -3.2335 2.2141 0.1742  0.260
48 H -1.3976 4.0497 -1.1592  0.359
49 H -1.2406 3.4175 0.5347  0.259

Output
strongest force on any atom	2.6	eV/A
highest occupied orbital energy	-0.2743	Eh
LUMO level	-0.8	eV
gap between HOMO and LUMO	6.68	eV


(2)
The following is a quantum chemistry calculation of C18H19ClN2O6 in the gas phase in a non-equilibrium geometry, from the OMol25 dataset.

Last column: Mulliken charge in e.
Atoms and positions in Å:
1 O 4.0263 -0.5136 2.8590  -0.792
2 C 3.1822 0.2574 3.3816  0.686
3 N 1.9735 0.5554 2.8387  0.090
4 C 1.2794 -0.3610 2.0154  -2.010
5 C 1.7305 -0.3102 0.5868  2.200
6 O 3.0615 -0.8527 0.5355  -0.709
7 C 1.6236 1.1146 0.0798  -1.111
8 O 0.2859 1.2893 -0.4416  -0.473
9 C 0.0754 0.0157 -1.1803  0.240
10 C -1.5062 -0.1882 -1.2892  -0.995
11 N -2.1173 0.9938 -1.9176  -0.099
12 C -2.8317 0.9305 -3.1227  0.047
13 O -3.1866 2.0137 -3.5431  -0.599
14 C -3.7303 -0.1705 -3.5481  0.691
15 C -4.5145 -0.9232 -2.6892  -0.291
16 C -5.2116 -2.0218 -3.1769  -0.297
17 C -5.2645 -2.3281 -4.5910  -0.726
18 C -4.3319 -1.5981 -5.3900  -0.250
19 C -3.6161 -0.5164 -4.9432  -0.011
20 Cl -2.3212 0.2427 -6.0000  -0.197
21 C 0.8071 -1.0278 -0.3928  -0.480
22 O 1.6359 -1.7215 -1.3769  -0.664
23 C 3.5034 1.0220 4.5339  0.528
24 C 3.0077 2.3126 5.0933  -0.575
25 C 3.8389 2.5439 6.1710  -0.314
26 O 4.7795 1.5626 6.3319  -0.324
27 C 4.5463 0.7095 5.3136  -0.341
28 H 1.3589 1.2107 3.3621  0.260
29 H 0.2078 -0.1006 2.0300  0.504
30 H 1.3927 -1.2886 2.4651  0.411
31 H 3.4332 -0.8828 1.4327  0.379
32 H 1.7982 1.9224 0.8579  0.317
33 H 2.3646 1.4134 -0.6273  0.338
34 H 0.4524 0.1421 -2.2430  0.215
35 H -1.7984 -1.1140 -1.8050  0.443
36 H -1.9183 -0.4164 -0.2768  0.212
37 H -1.8663 1.9235 -1.6807  0.234
38 H -4.5740 -0.7113 -1.6270  0.446
39 H -5.7065 -2.7192 -2.5026  0.352
40 H -5.7020 -3.1760 -5.0670  0.369
41 H -4.1374 -1.9768 -6.3579  0.417
42 H 0.1833 -1.6797 0.2003  0.433
43 H 2.5531 -1.7449 -0.9799  0.403
44 H 2.1298 2.9231 4.7375  0.318
45 H 3.8233 3.4414 6.8022  0.394
46 H 5.2807 -0.1971 5.1417  0.333

Output
SMILES	O=C(NC[C@]1(O)CO[C@H](CNC(=O)c2ccccc2Cl)[C@H]1O)c1ccoc1
strongest force on any atom	4.7	eV/A
highest occupied orbital energy	-0.3304	Eh
LUMO level	0.2	eV
energy above the lowest of the compared OMol25 structures with the same formula, charge and spin	42.43	kcal/mol
gap between HOMO and LUMO	9.21	eV


(3)
The following is a quantum chemistry calculation of C18H19ClN4O3S in the gas phase, from the OMol25 dataset.

Last column: Mulliken charge in e.
Atoms and positions in Å:
1 C -1.7911 -4.7350 0.6625  -0.476
2 O -2.4536 -4.6670 -0.5781  -0.431
3 C -2.2669 -3.4784 -1.3215  -0.203
4 C -3.4042 -2.4572 -1.1835  -0.532
5 C -3.5804 -1.8738 0.2218  -1.020
6 N -2.4088 -1.1857 0.7096  -0.032
7 C -2.2224 0.1324 0.5004  0.561
8 N -3.2070 0.8737 0.0418  -0.363
9 C -3.0185 2.2109 -0.0337  0.114
10 C -4.0499 3.0341 -0.5188  -0.678
11 C -3.8711 4.3912 -0.5803  -0.449
12 C -2.6682 4.9776 -0.1651  -0.519
13 C -1.6434 4.2006 0.3097  -0.414
14 C -1.8009 2.8090 0.3789  0.145
15 N -0.7748 2.0299 0.8204  -0.673
16 C -0.9750 0.7515 0.8749  0.310
17 N 0.0619 -0.0714 1.3305  -0.195
18 S 0.7061 -1.1393 0.1798  1.486
19 O 0.7157 -2.4474 0.7660  -0.743
20 O -0.0142 -0.9656 -1.0437  -0.576
21 C 2.3769 -0.5381 0.0054  -0.519
22 C 3.4097 -1.1676 0.6733  -0.160
23 C 4.6946 -0.6660 0.5593  -0.755
24 C 4.9157 0.4626 -0.2210  0.393
25 Cl 6.5107 1.0908 -0.3635  -0.193
26 C 3.8723 1.0923 -0.8903  -0.767
27 C 2.5910 0.5842 -0.7731  -0.200
28 H -1.7475 -5.7922 0.9249  0.312
29 H -2.3316 -4.2008 1.4532  0.189
30 H -0.7742 -4.3341 0.6014  0.172
31 H -1.3071 -3.0124 -1.0736  0.082
32 H -2.2280 -3.7932 -2.3707  0.351
33 H -4.3416 -2.9349 -1.4723  0.384
34 H -3.1972 -1.6410 -1.8770  0.332
35 H -3.8354 -2.6670 0.9281  0.355
36 H -4.3868 -1.1378 0.2034  0.432
37 H -1.5946 -1.7425 0.9178  0.313
38 H -4.9704 2.5675 -0.8326  0.459
39 H -4.6647 5.0230 -0.9520  0.382
40 H -2.5530 6.0500 -0.2227  0.379
41 H -0.7072 4.6293 0.6329  0.441
42 H 0.7846 0.4628 1.7934  0.576
43 H 3.1932 -2.0446 1.2620  0.459
44 H 5.5190 -1.1415 1.0664  0.424
45 H 4.0660 1.9652 -1.4929  0.419
46 H 1.7558 1.0389 -1.2818  0.430

Output
SMILES	COCCCNc1nc2ccccc2nc1NS(=O)(=O)c1ccc(Cl)cc1
strongest force on any atom	1.0	eV/A
highest occupied orbital energy	-0.2956	Eh
LUMO level	-0.2	eV
energy above the lowest of the compared OMol25 structures with the same formula, charge and spin	22.13	kcal/mol
gap between HOMO and LUMO	7.82	eV


(4)
The following is a quantum chemistry calculation of 2 unconnected molecules or ions with the total composition C18H19F4N3O2 in a non-equilibrium geometry, from the OMol25 dataset.

Last column: Mulliken charge in e.
Atoms and positions in Å:
1 O -0.8315 -5.0954 3.0483  -0.526
2 C -0.8052 -3.9233 2.6481  0.363
3 C -2.0205 -3.1510 2.3935  0.210
4 F -3.1889 -3.7885 2.6037  -0.267
5 C -1.9833 -1.8291 2.0989  -0.135
6 F -3.1313 -1.1302 1.9404  -0.279
7 C -0.7526 -1.0490 2.1147  1.259
8 O -0.7727 0.1930 2.2090  -0.509
9 C 0.4485 -1.8459 2.2300  0.081
10 F 1.6290 -1.1710 2.2821  -0.369
11 C 0.4352 -3.1822 2.4350  0.395
12 F 1.5800 -3.8755 2.5908  -0.290
13 C -2.5552 2.8830 0.5037  -1.221
14 N -1.7912 1.8863 -0.2260  0.169
15 C -2.5649 0.9142 -0.9640  -0.997
16 C -0.4821 1.6269 0.0045  0.689
17 N -0.0120 0.5026 -0.4523  -0.276
18 C 1.3948 0.3568 -0.7006  -0.588
19 C 1.6591 -0.6745 -1.7881  -0.239
20 C 1.8281 -0.2465 -3.1106  -0.371
21 C 2.0363 -1.1841 -4.1268  -0.553
22 C 2.0891 -2.5526 -3.8217  -0.413
23 C 1.8778 -2.9832 -2.5063  -0.622
24 C 1.6754 -2.0376 -1.4884  -0.080
25 N 0.1931 2.6121 0.7296  0.319
26 C 1.3018 2.2737 1.6090  -0.885
27 C 0.2739 3.9479 0.1496  -1.055
28 H -1.9200 3.3531 1.2601  0.410
29 H -2.9438 3.6386 -0.1942  0.329
30 H -3.4055 2.3934 1.0008  0.333
31 H -1.8602 0.2164 -1.4252  0.299
32 H -3.2345 0.3664 -0.2833  0.226
33 H -3.1680 1.4323 -1.7187  0.360
34 H 1.8628 1.3169 -0.9881  0.402
35 H 1.8960 -0.0027 0.2069  0.330
36 H 1.7662 0.8197 -3.3244  0.366
37 H 2.1679 -0.8367 -5.1586  0.344
38 H 2.3015 -3.2798 -4.6111  0.354
39 H 1.8827 -4.0456 -2.2553  0.370
40 H 1.5076 -2.3612 -0.4563  0.260
41 H 1.0508 1.3477 2.1367  0.155
42 H 2.2397 2.1626 1.0460  0.352
43 H 1.4202 3.0894 2.3352  0.329
44 H -0.6500 4.2065 -0.3714  0.373
45 H 0.4416 4.6756 0.9533  0.326
46 H 1.1141 4.0305 -0.5582  0.272

Output
SMILES	O=C1C(F)=C(F)C(=O)C(F)=C1F.CN(C)C(=NCc1ccccc1)N(C)C
strongest force on any atom	3.5	eV/A
highest occupied orbital energy	-0.2947	Eh
LUMO level	-2.7	eV
gap between HOMO and LUMO	5.30	eV


(5)
The following is a quantum chemistry calculation of C18H19F4N5O in the gas phase in a non-equilibrium geometry, from the OMol25 dataset.

Last column: Mulliken charge in e.
Atoms and positions in Å:
1 H 4.1860 -0.8254 0.5852  0.349
2 N 4.2815 -0.0959 1.3234  -0.823
3 C 3.3251 0.7961 1.3071  -0.908
4 C 2.1302 0.6657 0.4958  0.881
5 C 1.4929 1.7751 0.0395  0.732
6 N 1.9214 3.0430 0.2914  -0.485
7 N 0.3826 1.7904 -0.6465  -0.516
8 C -0.1337 0.5866 -0.9216  0.198
9 C -1.4908 0.5000 -1.5385  0.357
10 C -2.3710 -0.4431 -0.9654  -0.694
11 C -3.6739 -0.6273 -1.3803  0.320
12 F -4.4027 -1.5813 -0.7476  -0.341
13 C -4.1558 0.0639 -2.4917  0.265
14 O -5.4192 -0.1652 -2.9817  -0.588
15 C -3.3389 1.0350 -3.0799  -0.828
16 C -2.0324 1.3033 -2.5901  0.565
17 C -1.2312 2.4351 -3.2788  -1.635
18 C -0.4055 1.9875 -4.4922  0.907
19 F -1.2634 1.5418 -5.4405  -0.265
20 F 0.5228 1.0665 -4.1124  -0.243
21 F 0.2653 3.0087 -5.0180  -0.284
22 N 0.4175 -0.5704 -0.4791  -0.566
23 C 1.5536 -0.5244 0.1858  0.394
24 N 2.0227 -1.6764 0.7434  -0.281
25 C 1.2020 -2.8521 1.0339  -1.072
26 C 0.3790 -2.6087 2.3323  -0.381
27 C 1.2132 -2.0615 3.4786  -0.097
28 C 1.1217 -0.5674 3.8641  -0.505
29 C 0.5241 -1.6434 4.7486  -0.768
30 H 3.4665 1.6504 1.9519  0.350
31 H 1.2126 3.7605 0.1582  0.255
32 H 2.5847 3.1546 1.0444  0.160
33 H -2.0321 -1.0029 -0.1512  0.697
34 H -5.7926 -0.9096 -2.4223  0.318
35 H -3.7164 1.5564 -3.9233  0.492
36 H -0.5987 2.9830 -2.5746  0.348
37 H -1.9114 3.1958 -3.6173  0.517
38 H 2.6725 -1.4705 1.4954  0.423
39 H 0.5276 -3.1280 0.1857  0.377
40 H 1.9121 -3.6933 1.1562  0.451
41 H -0.3513 -1.8184 2.1276  0.072
42 H -0.1189 -3.5083 2.6207  0.466
43 H 2.1263 -2.5907 3.6987  0.431
44 H 0.4651 0.1026 3.2945  0.198
45 H 2.0643 -0.0938 4.2402  0.207
46 H -0.5558 -1.7646 4.7606  0.265
47 H 1.0226 -1.7796 5.6897  0.282

Output
SMILES	[H]/N=C\c1c(N)nc(-c2cc(F)c(O)cc2CC(F)(F)F)nc1NCCC1CC1
strongest force on any atom	3.3	eV/A
highest occupied orbital energy	-0.3161	Eh
LUMO level	0.1	eV
energy above the lowest of the compared OMol25 structures with the same formula, charge and spin	0.00	kcal/mol
gap between HOMO and LUMO	8.66	eV